4 unconnected molecules or ions with the total composition C22H61B2N4O8P2, computed with ωB97M-V/def2-TZVPD.

Last column: Löwdin charge in e.
Cartesian coordinates (Å):
C 3.38600 -1.49735 -0.81953  -0.05
C 2.66483 -0.97499 -2.06564  -0.24
O 1.44008 -0.38306 -1.70106  -0.01
B 0.91866 0.80204 -2.21173  -0.70
O 1.78248 1.64626 -2.92122  0.09
B -0.67950 1.28265 -1.89463  -0.72
P -0.45577 2.64182 -0.52198  0.65
N -0.37727 4.19385 -0.91064  -0.38
P -1.83048 -0.24555 -1.38643  0.85
C -3.15869 -0.27767 -2.69027  -0.35
C -2.87140 0.23775 0.07624  -0.38
H 4.42162 -1.15131 -0.77113  0.03
H 3.38761 -2.58699 -0.76824  0.07
H 2.86796 -1.12494 0.06400  0.08
H 3.30019 -0.27238 -2.61639  0.09
H 2.44260 -1.79671 -2.75518  0.12
H 2.68270 1.65234 -2.57531  0.06
H -1.14458 1.88370 -2.84245  0.03
H 0.68689 2.27001 0.25072  -0.02
H -1.41906 2.46789 0.49207  -0.06
H -0.45316 4.27808 -1.91943  -0.09
H -2.89126 -1.00196 -3.46301  0.01
H -4.10402 -0.59874 -2.24366  0.01
H -3.31727 0.69103 -3.17035  0.02
H -2.28088 0.08858 0.98292  0.01
H -3.72447 -0.44514 0.12503  0.01
H -3.24868 1.26446 0.07737  0.02
C 5.00916 3.45125 -1.29364  -0.10
O 4.90135 2.05544 -1.49527  -0.20
C 5.81404 1.49826 -2.43056  -0.21
C 6.84735 0.63396 -1.73945  -0.21
N 7.73291 1.42910 -0.90567  -0.05
C 8.60912 0.66917 -0.02635  -0.20
C 7.98192 -0.29124 0.98281  -0.23
O 7.27499 0.33772 2.03351  -0.18
C 5.93580 0.69237 1.73547  -0.09
H 4.11775 3.76480 -0.75366  0.10
H 5.89573 3.72262 -0.70832  0.08
H 5.04782 3.98799 -2.24635  0.09
H 6.29782 2.29402 -3.00649  0.12
H 5.24339 0.87458 -3.12409  0.11
H 7.44055 0.11952 -2.50390  0.13
H 6.30580 -0.13825 -1.17785  0.08
H 7.18100 2.07494 -0.35708  0.07
H 9.21621 1.38498 0.53345  0.12
H 9.29965 0.08711 -0.64863  0.11
H 8.80049 -0.83741 1.45885  0.12
H 7.33799 -1.03285 0.49396  0.11
H 5.45394 -0.05812 1.10087  0.07
H 5.85623 1.66149 1.23641  0.07
H 5.39823 0.74803 2.68073  0.09
C -4.35938 3.16940 7.31781  -0.12
O -5.27006 3.15806 6.24296  -0.19
C -5.76345 4.43329 5.85354  -0.22
C -5.18223 4.89274 4.53315  -0.23
N -3.77088 5.20869 4.65402  -0.05
C -3.08358 5.49891 3.39770  -0.20
C -3.06076 4.42579 2.31592  -0.22
O -2.25828 3.30671 2.62765  -0.21
C -2.82449 2.31916 3.45419  -0.11
H -4.23498 2.13800 7.64409  0.09
H -3.37721 3.56624 7.03812  0.08
H -4.73865 3.76292 8.15732  0.08
H -5.55338 5.17258 6.63441  0.12
H -6.84797 4.34196 5.74965  0.12
H -5.71887 5.79878 4.22805  0.12
H -5.39934 4.12256 3.78074  0.11
H -3.29612 4.45111 5.12635  0.07
H -2.04651 5.74288 3.63815  0.12
H -3.52892 6.40335 2.96771  0.12
H -2.60606 4.86018 1.42192  0.12
H -4.07102 4.09541 2.03945  0.11
H -3.90287 2.21939 3.28610  0.09
H -2.65929 2.51329 4.52108  0.07
H -2.34679 1.37301 3.20039  0.08
C -0.56779 -4.12982 -1.27806  -0.11
O -1.76156 -4.73881 -0.80611  -0.20
C -2.95418 -4.09761 -1.24819  -0.22
C -3.72022 -4.97519 -2.21485  -0.22
N -3.00492 -5.12686 -3.47061  -0.05
C -3.52701 -6.12932 -4.38185  -0.21
C -3.60720 -7.58013 -3.91070  -0.23
O -2.35407 -8.22219 -3.75340  -0.19
C -1.68917 -7.95642 -2.53336  -0.10
H 0.25253 -4.54958 -0.69589  0.08
H -0.38740 -4.34578 -2.33938  0.08
H -0.59275 -3.04411 -1.14812  0.05
H -2.71006 -3.12695 -1.68694  0.09
H -3.58108 -3.91875 -0.36949  0.12
H -4.69229 -4.51005 -2.41458  0.12
H -3.91584 -5.93276 -1.70956  0.10
H -2.02710 -5.30014 -3.28305  0.07
H -2.91271 -6.11154 -5.28599  0.12
H -4.53786 -5.82670 -4.68181  0.12
H -4.13247 -8.14749 -4.68331  0.12
H -4.18846 -7.67286 -2.98478  0.11
H -2.39619 -7.87450 -1.70182  0.09
H -1.09908 -7.03724 -2.56296  0.07
H -1.01642 -8.79282 -2.34450  0.08

Output
E_LUMO ... 2.516 eV
Total energy ... -2428.12902 hartree
Total charge ... -1
Kohn-Sham gap ... 6.349 eV